--- a ---
14
Properties=species:S:1:pos:R:3 method="wB97M-V/def2-TZVPD" e_lumo_ev=-0.01
C 0.779 0.165 -0.292
C -0.634 -0.270 -0.041
C -1.014 -1.542 -0.314
C -1.620 0.620 0.606
H 1.727 -1.258 1.154
H 2.615 -0.204 0.103
H 2.047 1.362 -1.008
H -0.359 -2.219 -0.860
H -2.021 -2.053 -0.117
H -0.372 2.529 -0.264
N 1.743 -0.808 0.096
N 1.073 1.244 -0.768
O -2.431 0.082 1.359
S -1.533 2.352 0.347

***

--- b ---
14
Properties=species:S:1:pos:R:3 method="wB97M-V/def2-TZVPD" e_lumo_ev=-0.34 smiles="C=CC(=O)N(N)C=S"
C -1.293 0.603 -0.090
C 1.134 0.756 0.089
C 2.458 0.053 0.070
C 2.681 -1.226 -0.323
H -0.747 -1.847 -0.118
H -0.478 -1.322 1.436
H -1.193 1.684 -0.062
H 3.269 0.709 0.181
H 3.679 -1.482 -0.540
H 1.858 -1.883 -0.544
N -0.066 -1.334 0.440
N -0.083 -0.024 -0.074
O 1.062 1.934 0.071
S -2.733 -0.184 -0.122

***

Stability summary: most stable a, least stable b.

***

--- a ---
16
Properties=species:S:1:pos:R:3 method="wB97M-V/def2-TZVPD" e_lumo_ev=1.10
C -1.624 0.909 -1.001
C -0.416 -0.170 0.647
C 0.438 -1.302 0.890
C 1.875 -0.869 0.514
C 1.833 0.427 0.275
C 0.383 0.937 0.175
H -2.185 -0.066 -2.537
H -1.724 1.816 -0.280
H -1.419 -0.133 1.045
H -0.033 -2.109 0.446
H 0.343 -1.567 1.936
H 2.587 -1.677 0.277
H 2.607 1.039 -0.088
H 0.259 1.970 0.330
N -2.463 0.622 -1.915
N -0.462 0.174 -0.714

***

--- b ---
16
Properties=species:S:1:pos:R:3 method="wB97M-V/def2-TZVPD" e_lumo_ev=1.01 smiles="C/C=N/C1(C#N)CC1"
C -1.681 -1.086 0.253
C 1.269 -0.912 0.009
C -1.588 1.107 -0.794
C -1.622 1.367 0.662
C -0.960 0.087 0.153
C 2.700 -0.588 0.044
N -2.320 -2.017 0.307
N 0.504 0.118 0.125
H 1.051 -1.894 -0.267
H -2.475 0.771 -1.445
H -0.981 1.701 -1.475
H -0.802 2.057 1.033
H -2.556 1.163 1.185
H 3.285 -1.327 0.823
H 3.255 -0.982 -0.952
H 2.921 0.433 0.339

***

Stability summary: most stable b, least stable a.